*i*
14
Properties=species:S:1:pos:R:3 method="wB97M-V/def2-TZVPD" total_charge=0 lumo_ha=0.0386 gap_ev=10.8 e_homo_ha=-0.360
N 2.19211 0.29128 0.68160
C 1.38650 -0.10537 -0.18364
O 0.91005 -1.31870 -0.64090
C -0.36537 -0.66911 -0.97377
C -1.22603 -0.56730 0.30690
C -0.64174 0.84544 0.60552
C 0.22885 0.71333 -0.67294
H 2.50830 -0.30547 1.40038
H -0.77002 -1.00421 -1.92943
H -0.93928 -1.33926 1.02561
H -2.30645 -0.59845 0.15678
H -0.01619 0.90712 1.50189
H -1.35852 1.66692 0.63673
H 0.39312 1.52826 -1.37460

=====

*ii*
14
Properties=species:S:1:pos:R:3 method="wB97M-V/def2-TZVPD" total_charge=0 lumo_ha=-0.0033 gap_ev=9.2 e_homo_ha=-0.341
C 0.55768 1.02285 0.35234
C -0.48626 1.49048 -0.61925
N 0.15693 0.13427 1.35592
C 0.75057 -1.12184 0.48315
C -0.33193 -1.68125 -0.28968
C -1.21993 -2.28168 -0.82942
O 1.62642 -1.77749 1.02095
H 0.80190 0.16277 2.14160
H 1.25595 1.79531 0.68519
H 1.23423 0.10958 -0.37058
H -0.95325 0.66876 -1.16269
H -0.06705 2.16950 -1.35699
H -1.27869 2.00188 -0.06265
H -2.04657 -2.69315 -1.34790

=====

Least stable: *ii*

=====

*i*
14
Properties=species:S:1:pos:R:3 method="wB97M-V/def2-TZVPD" total_charge=0 lumo_ha=0.0398 gap_ev=10.3 e_homo_ha=-0.337
O -3.17716 0.62121 -0.46397
C -2.87732 -0.12811 -1.26279
C 0.76624 -0.20810 -1.25332
C 1.22242 0.57868 -0.09671
C 0.13992 0.68454 0.96708
C 0.09703 -0.85901 0.90606
N 1.23338 -0.92049 -0.06443
H -0.29364 -0.24529 -1.50729
H 1.43884 -0.30422 -2.10127
H 2.14617 1.15225 -0.11554
H -0.76370 1.24282 0.70013
H 0.51683 1.05118 1.92476
H -0.82311 -1.31819 0.52416
H 0.37410 -1.34727 1.84315

=====

*ii*
14
Properties=species:S:1:pos:R:3 method="wB97M-V/def2-TZVPD" total_charge=0 lumo_ha=-0.0130 gap_ev=9.1 e_homo_ha=-0.346
C 1.66395 -0.34410 -0.52393
C 0.28252 0.06357 -0.08685
N -0.11759 1.45637 -0.33433
C -0.01584 0.99489 1.03438
C -2.02006 -1.08227 0.45909
C -0.81522 -0.91455 -0.22742
O -0.90098 -1.92727 -0.94642
H 2.01858 -1.20621 0.04927
H 2.35433 0.49105 -0.37548
H 1.66866 -0.61193 -1.58527
H -1.08165 1.52573 -0.64952
H 0.79037 1.41504 1.62613
H -2.89664 -0.64258 -0.03146
H -0.93042 0.78225 1.59182

=====

*iii*
14
Properties=species:S:1:pos:R:3 method="wB97M-V/def2-TZVPD" total_charge=0 lumo_ha=0.0117 gap_ev=9.2 e_homo_ha=-0.326
C -1.70876 0.71829 -0.22975
C -0.29714 0.25634 0.06240
C 0.92150 1.01934 0.10664
N 2.06323 0.32750 0.17161
C 1.70670 -1.02174 0.05597
O 2.46094 -1.96732 0.05373
C 0.16680 -1.15588 -0.10332
H -2.00640 0.47068 -1.26458
H -1.83011 1.79890 -0.11587
H -2.43270 0.20938 0.41534
H 0.86454 2.11084 0.12780
H 0.42234 0.63459 1.23493
H -0.29177 -1.85696 0.59859
H -0.03918 -1.54396 -1.11350

=====

Least stable: *ii*

=====

*i*
14
Properties=species:S:1:pos:R:3 method="wB97M-V/def2-TZVPD" total_charge=0 lumo_ha=-0.0047 gap_ev=7.8 e_homo_ha=-0.293
C -1.46949 0.37449 0.44999
C -0.33409 -0.28116 -0.34317
C -0.17634 -1.74078 -0.15671
O 0.97966 -2.09131 0.10954
C 2.00083 -0.77653 0.21050
C 1.06735 0.17379 -0.03958
N 1.31907 1.56361 0.07063
H -2.43941 -0.07190 0.20551
H -1.50649 1.43822 0.20151
H -1.29370 0.29236 1.52560
H -0.95564 -2.49996 -0.27172
H -0.55523 -0.16421 -1.42053
H 1.05178 2.07183 -0.76635
H 2.31170 1.71156 0.22479

=====

*ii*
14
Properties=species:S:1:pos:R:3 method="wB97M-V/def2-TZVPD" total_charge=0 lumo_ha=0.0026 gap_ev=8.6 e_homo_ha=-0.315
C -1.19863 -0.74826 1.45746
C -0.29388 0.61581 -1.21014
C 0.48807 1.51811 -0.28395
O 1.37479 0.76700 0.57518
C 1.24777 -0.53581 0.65570
N 0.46521 -1.32512 0.00305
C -0.28255 -0.70080 -1.02572
H -0.99327 -1.77363 1.79991
H -2.08588 -0.88169 0.78379
H -0.86474 1.07635 -2.00963
H -0.15680 2.10348 0.37581
H 1.15567 2.18498 -0.83161
H 2.01371 -0.91063 1.33600
H -0.86949 -1.38978 -1.62584

=====

*iii*
14
Properties=species:S:1:pos:R:3 method="wB97M-V/def2-TZVPD" total_charge=0 lumo_ha="0.0184 / 0.0185" gap_ev="8.9 / 8.9" e_homo_ha="-0.310 / -0.310"
N 1.93821 -1.89579 -0.10689
C 0.88545 -1.26889 -0.13232
O 1.32823 0.50126 -1.32499
C 0.51124 1.36011 -0.82905
C -0.81782 0.90453 -0.50361
C -1.25328 -0.39609 -1.03422
C -0.43718 -1.04829 0.05607
H 2.78228 -1.32981 -0.13291
H -0.26767 1.91031 -1.60889
H 0.87582 2.21213 -0.22561
H -1.47211 1.51674 0.11703
H -0.88187 -0.61720 -2.03532
H -2.32335 -0.58602 -0.95236
H -0.87192 -1.26131 1.02510

=====

Least stable: *ii*

=====

*i*
18
Properties=species:S:1:pos:R:3 method="wB97M-V/def2-TZVPD" total_charge=0 lumo_ha="-0.0046 / -0.0606" gap_ev="9.0 / 6.4" e_homo_ha="-0.334 / -0.297"
C -1.95190 -0.96540 0.42859
C -2.48466 0.49134 0.17678
C -1.48823 -0.12959 -0.66577
C 1.64664 -1.48037 -0.36752
N 2.12293 -0.11617 -0.31642
N 2.30052 2.31354 0.21950
O 0.76826 0.72639 1.60229
S 1.13332 0.97546 0.23177
H -1.54587 -0.96877 1.36128
H -2.46303 -1.99149 0.24315
H -3.59210 0.53054 -0.06018
H -2.28949 1.21501 0.94441
H -1.21807 -0.24080 -1.79095
H 0.58893 -1.26909 -0.61935
H 1.55600 -2.02170 0.54653
H 2.04015 -2.07367 -1.22531
H 1.82838 3.02595 -0.31958
H 3.04821 1.97882 -0.38923

=====

*ii*
18
Properties=species:S:1:pos:R:3 method="wB97M-V/def2-TZVPD" total_charge=0 lumo_ha="-0.0265 / -0.0266" gap_ev="8.9 / 8.9" e_homo_ha="-0.352 / -0.352"
C -0.16792 2.22522 -0.36530
C -0.03066 1.35066 0.85327
C -1.12286 0.18944 0.90446
C -0.64066 -1.09448 0.07621
N 1.27766 -2.86969 -0.83928
N 0.62177 -1.45821 0.42123
O 2.53088 -2.50012 -2.85410
S 1.84636 -1.84148 -1.77533
H 0.03146 1.83003 -1.37673
H -1.22145 2.56443 -0.47552
H 0.38769 3.12230 -0.14014
H 0.93377 0.72948 0.75500
H 0.12612 1.93641 1.69658
H -1.24562 -0.15667 1.95846
H -2.06872 0.61597 0.44991
H -0.74716 -0.86285 -0.97309
H -1.32826 -1.95155 0.31673
H 0.81760 -1.82889 1.36766

=====

*iii*
18
Properties=species:S:1:pos:R:3 method="wB97M-V/def2-TZVPD" total_charge=0 lumo_ha=-0.0768 gap_ev=5.8 e_homo_ha=-0.290
N -1.40778 -0.08000 1.22032
C -0.64660 0.21809 0.11447
C -0.66662 -0.75449 -1.00943
S 0.21235 -2.21442 -0.44335
C 0.09278 1.43161 0.17799
N 1.22545 1.67460 -0.61718
C 2.26979 0.60755 -0.70722
O -0.21051 2.29713 0.99976
H -1.32432 0.75800 1.80223
H -2.39234 -0.19480 0.99817
H -2.50822 -3.04074 1.31897
H -1.69859 -1.03980 -1.24033
H -0.19993 -0.31882 -1.89792
H -1.90517 -2.94175 1.74272
H 1.60585 2.55248 -0.29063
H 2.46350 0.34987 -1.74585
H 1.90308 -0.26142 -0.17951
H 3.18728 0.95691 -0.24321

=====

*iv*
18
Properties=species:S:1:pos:R:3 method="wB97M-V/def2-TZVPD" total_charge=0 lumo_ha=-0.0044 gap_ev=8.5 e_homo_ha=-0.318
C 2.72302 1.67170 0.08042
C 2.24912 -0.50779 -0.52517
C 1.06614 -1.54287 -0.24105
C -0.82055 -0.69382 0.65457
H 1.84456 2.32628 -0.61442
H 3.92696 1.64471 -0.46763
H 2.46146 2.07135 1.09062
H 2.02486 -0.09034 -1.54377
H 3.09375 -1.17918 -0.32942
H 1.35439 -2.33458 -0.95180
H 1.25417 -2.03409 0.77347
H -0.42158 -1.31495 1.62824
H -2.59634 -0.11504 2.08040
H -2.16130 1.74929 -0.96419
N -0.17750 -0.85907 -0.44607
N -1.98065 0.09738 0.80894
O 2.24520 0.34438 0.52862
S -2.80886 0.51813 -0.45520

=====

Least stable: *i*

=====

*i*
15
Properties=species:S:1:pos:R:3 method="wB97M-V/def2-TZVPD" total_charge=-1 lumo_ha=0.1081 gap_ev=5.2 e_homo_ha=-0.084
C -1.43767 -1.86588 2.39477
S 0.38180 -1.84859 2.32382
H -1.88095 -2.80767 1.98332
H -1.74197 -1.75020 3.46622
H -1.87330 -1.00933 1.82889
C 1.90816 -0.08051 0.38847
S 0.41826 0.76578 -0.24399
S 0.91679 0.93422 -2.32595
C -0.52796 1.94254 -2.75165
H 1.79146 -1.11100 0.05454
H 2.82140 0.34926 -0.07427
H 1.80329 0.07949 1.45449
H -0.77742 2.57957 -1.87827
H -0.41718 2.55547 -3.67389
H -1.38471 1.26685 -2.94652

=====

*ii*
15
Properties=species:S:1:pos:R:3 method="wB97M-V/def2-TZVPD" total_charge=-1 lumo_ha=0.1145 gap_ev=5.9 e_homo_ha=-0.102
C 0.26792 1.85661 -1.39484
C 0.37185 0.33912 -1.27247
C -0.91859 -0.18891 -0.60340
S -1.08686 0.41997 1.06540
H -0.49278 2.13095 -2.13309
H 1.23332 2.30678 -1.71235
H -0.03926 2.35395 -0.40194
H 0.42468 -0.03720 -2.34615
H 1.18412 0.17791 -0.59268
H -0.80624 -1.28157 -0.63476
H -1.77464 0.19937 -1.11832
S 1.54982 -2.29210 2.56662
S -0.53515 -2.78069 2.67139
H 1.60634 -1.61635 3.71324
H -0.98453 -1.58785 2.19334

=====

Least stable: *i*

=====

*i*
12
Properties=species:S:1:pos:R:3 method="wB97M-V/def2-TZVPD" total_charge=0 lumo_ha=-0.0306 gap_ev=9.2 e_homo_ha=-0.368
O -0.48902 3.12204 0.62215
C -1.10465 1.91134 0.18426
N -0.42791 0.84469 -0.12552
C -0.80869 -0.48975 0.16924
O -1.92973 -0.59849 0.59037
C 0.34073 -1.69700 0.52151
N 1.56291 -1.73171 -0.04446
O 1.87449 -0.66134 -0.88623
H -2.31658 1.69753 -0.18765
H 0.65486 0.95688 -0.27185
H 0.06849 -2.59557 0.96972
H 2.57509 -0.75861 -1.54154

=====

*ii*
12
Properties=species:S:1:pos:R:3 method="wB97M-V/def2-TZVPD" total_charge=0 lumo_ha="-0.0820 / -0.0821" gap_ev="9.5 / 9.5" e_homo_ha="-0.430 / -0.430"
C -1.44050 0.40612 0.54538
C 0.60156 1.06144 -0.81743
C -0.22595 0.00888 -0.07778
N -2.29248 0.91008 1.11690
N -0.14167 -1.42416 -0.41072
O 0.85730 -1.75227 -1.00424
O -1.07267 -2.07732 -0.04889
O 0.90478 -0.50232 1.52834
H 1.33745 1.26383 -0.18775
H 0.13995 1.99988 -1.22388
H 1.02535 0.56572 -1.61199
H 0.30689 -0.45988 2.19205

=====

Least stable: *ii*